w.
This record from the OMol25 dataset describes a structure of composition C34H30BrN7O4Pd. The level of theory is ωB97M-V with the def2-TZVPD basis set.

For the molar mass, the calculation gives 786.983 g mol⁻¹. The value obtained for the HOMO-LUMO gap is 4.104 eV. As for the LUMO energy: 0.139 Eh. For the HOMO energy, the calculation gives -0.316 eV.

Structure (ORCA input):
```
! RIJCOSX wB97M-V def2-TZVPD def2/J DEFGRID3
* xyz -2 1
Pd 0.24 -0.19 -1.42
Br 7.93 3.35 4.60
C 6.94 4.05 3.11
C 5.64 3.63 2.88
C 4.94 4.14 1.81
C 5.51 5.10 0.93
C 6.84 5.49 1.21
C 7.55 4.97 2.27
N 4.80 5.81 0.01
N 3.70 5.44 -0.54
C 3.41 4.15 -0.80
C 4.36 3.09 -0.80
C 4.03 1.82 -1.15
C 2.70 1.45 -1.54
O 2.43 0.34 -2.03
C 1.66 2.50 -1.41
N 0.38 2.12 -1.55
C -0.58 3.01 -1.42
C -0.31 4.36 -1.15
C 0.99 4.77 -0.99
C 2.03 3.83 -1.11
H 5.18 2.91 3.54
H 3.92 3.83 1.65
H 7.30 6.23 0.56
H 8.57 5.28 2.46
H 5.39 3.34 -0.59
H 4.79 1.05 -1.20
H -1.60 2.66 -1.52
H -1.13 5.06 -1.03
H 1.25 5.79 -0.76
O -2.46 -0.11 -1.00
C -3.02 -0.19 0.29
C -1.84 -0.24 1.43
O -2.24 -0.39 2.60
O -0.68 -0.14 0.99
C -3.80 -1.49 0.42
C -3.74 -2.43 -0.60
C -4.40 -3.65 -0.49
C -5.12 -3.96 0.65
C -5.18 -3.03 1.68
C -4.53 -1.81 1.57
C -3.88 1.04 0.52
C -4.31 1.77 -0.59
C -5.05 2.93 -0.46
C -5.39 3.41 0.80
C -4.98 2.69 1.92
C -4.24 1.53 1.78
H -1.41 -0.11 -0.88
H -3.18 -2.19 -1.50
H -4.34 -4.37 -1.31
H -5.64 -4.91 0.73
H -5.73 -3.27 2.58
H -4.56 -1.11 2.39
H -4.04 1.40 -1.57
H -5.36 3.48 -1.35
H -5.95 4.33 0.91
H -5.23 3.06 2.90
H -3.90 1.00 2.66
C -1.04 -6.69 -1.33
C 0.45 -6.60 -1.01
C 0.67 -6.20 0.44
C 1.16 -5.63 -1.99
N 0.64 -4.29 -1.94
C 0.86 -3.32 -1.02
N 0.01 -2.34 -1.25
N -0.72 -2.72 -2.33
N -0.36 -3.88 -2.74
H -1.52 -7.45 -0.70
H -1.21 -6.95 -2.37
H -1.54 -5.74 -1.13
H 0.91 -7.58 -1.18
H 0.19 -5.24 0.66
H 1.73 -6.11 0.68
H 0.23 -6.94 1.11
H 1.03 -6.00 -3.01
H 2.22 -5.60 -1.75
H 1.62 -3.35 -0.27
*
```

x.
This record from the OMol25 dataset describes a structure of composition C34H30BrN7O4Pd. The level of theory is ωB97M-V with the def2-TZVPD basis set.

For the molar mass, the calculation gives 786.983 g mol⁻¹. The value obtained for the HOMO-LUMO gap is 5.612 eV. As for the LUMO energy: 0.141 Eh. For the HOMO energy, the calculation gives -1.784 eV.

Structure (ORCA input):
```
! RIJCOSX wB97M-V def2-TZVPD def2/J DEFGRID3
* xyz -2 1
Pd -0.65 0.35 0.04
Br 1.79 -6.85 -5.79
C 2.63 -6.25 -4.18
C 2.83 -4.90 -3.98
C 3.42 -4.46 -2.82
C 3.86 -5.38 -1.84
C 3.65 -6.75 -2.09
C 3.04 -7.19 -3.24
N 4.69 -5.03 -0.83
N 4.85 -3.88 -0.31
C 3.95 -2.90 -0.17
C 4.52 -1.61 0.00
C 3.79 -0.47 -0.10
C 2.37 -0.50 -0.30
O 1.71 0.48 -0.65
C 1.74 -1.81 -0.07
N 0.43 -1.80 0.22
C -0.19 -2.95 0.42
C 0.48 -4.18 0.38
C 1.83 -4.20 0.16
C 2.51 -3.00 -0.09
H 2.51 -4.19 -4.74
H 3.59 -3.40 -2.68
H 4.01 -7.47 -1.36
H 2.88 -8.24 -3.42
H 5.60 -1.58 0.07
H 4.26 0.50 -0.09
H -1.24 -2.92 0.65
H -0.07 -5.09 0.56
H 2.38 -5.13 0.21
O 0.60 2.20 1.55
C -0.18 3.37 1.33
C -1.74 3.03 1.53
O -2.51 3.98 1.66
O -2.01 1.81 1.54
C -0.11 3.87 -0.09
C -0.18 5.23 -0.39
C -0.06 5.67 -1.70
C 0.09 4.76 -2.74
C 0.05 3.40 -2.46
C -0.06 2.96 -1.15
C 0.31 4.35 2.38
C 1.39 5.18 2.13
C 1.87 6.02 3.13
C 1.29 6.03 4.38
C 0.22 5.18 4.64
C -0.26 4.35 3.64
H 0.07 1.43 1.18
H -0.32 5.95 0.40
H -0.08 6.73 -1.91
H 0.21 5.10 -3.76
H 0.11 2.67 -3.25
H -0.09 1.87 -0.98
H 1.87 5.17 1.16
H 2.72 6.66 2.92
H 1.67 6.68 5.16
H -0.23 5.17 5.62
H -1.10 3.69 3.85
C -5.88 -0.95 -0.05
C -5.05 -0.84 1.22
C -4.97 0.61 1.70
C -3.64 -1.44 1.03
N -3.06 -1.14 -0.25
C -2.57 0.02 -0.78
N -2.16 -0.26 -2.03
N -2.36 -1.56 -2.20
N -2.89 -2.10 -1.18
H -6.90 -0.62 0.13
H -5.91 -1.99 -0.40
H -5.46 -0.34 -0.84
H -5.54 -1.43 2.01
H -4.39 1.22 1.02
H -4.47 0.66 2.66
H -5.96 1.04 1.79
H -3.70 -2.53 1.07
H -2.97 -1.08 1.82
H -2.87 1.02 -0.47
*
```

Energies relative to the most stable structure, in kcal/mol: w 8.6; x 0.0.

w.
This record from the OMol25 dataset describes an isolated molecule of C4H2N2O. The level of theory is ωB97M-V with the def2-TZVPD basis set.

For the molar mass, the calculation gives 94.073 g mol⁻¹. The value obtained for the HOMO-LUMO gap is 9.922 eV. As for the LUMO energy: -0.047 Eh. For the HOMO energy, the calculation gives -11.188 eV.

Structure (ORCA input):
```
! RIJCOSX wB97M-V def2-TZVPD def2/J DEFGRID3
* xyz 0 1
N 0.22 0.24 -1.44
C 0.36 0.90 -0.28
O 0.79 2.02 -0.16
C -0.07 0.20 0.98
C -0.32 0.14 2.24
C -0.50 -1.21 1.31
N -0.76 -2.35 1.16
H -0.18 -0.68 -1.53
H 0.48 0.74 -2.28
*
```

x.
This record from the OMol25 dataset describes an isolated molecule of C4H2N2O. The level of theory is ωB97M-V with the def2-TZVPD basis set.

For the molar mass, the calculation gives 94.073 g mol⁻¹. The value obtained for the HOMO-LUMO gap is 10.543 eV. As for the LUMO energy: -0.017 Eh. For the HOMO energy, the calculation gives -10.997 eV. Its SMILES is N#CC#CC(N)=O.

Structure (ORCA input):
```
! RIJCOSX wB97M-V def2-TZVPD def2/J DEFGRID3
* xyz 0 1
N -1.54 3.19 1.81
C -0.87 2.28 1.54
C -0.19 1.13 1.17
C 0.22 0.06 0.79
C 0.54 -1.29 0.30
N -0.47 -1.79 -0.46
O 1.57 -1.87 0.57
H -1.32 -1.27 -0.63
H -0.38 -2.73 -0.82
*
```

Energies relative to the most stable structure, in kcal/mol: w 52.6; x 0.0.

w.
This record from the OMol25 dataset describes a cluster of 2 separate species, CHClO3S in total. The level of theory is ωB97M-V with the def2-TZVPD basis set.

For the molar mass, the calculation gives 128.536 g mol⁻¹. The value obtained for the HOMO-LUMO gap is 10.200 eV. As for the LUMO energy: -0.015 Eh. For the HOMO energy, the calculation gives -10.618 eV.

Structure (ORCA input):
```
! RIJCOSX wB97M-V def2-TZVPD def2/J DEFGRID3
* xyz 0 1
C -1.55 1.05 0.25
O -1.88 0.77 -0.82
O -0.02 -1.44 0.32
O -1.31 1.10 1.38
S 1.40 -1.20 0.18
Cl 1.77 0.87 0.01
H 1.58 -1.16 -1.32
*
```

x.
This record from the OMol25 dataset describes a structure of composition CHClO3S. The level of theory is ωB97M-V with the def2-TZVPD basis set.

For the molar mass, the calculation gives 128.536 g mol⁻¹. The value obtained for the HOMO-LUMO gap is 10.738 eV. As for the LUMO energy: -0.022 Eh. For the HOMO energy, the calculation gives -11.340 eV.

Structure (ORCA input):
```
! RIJCOSX wB97M-V def2-TZVPD def2/J DEFGRID3
* xyz 0 1
C 0.01 1.48 1.82
O -0.01 1.87 0.76
O 1.16 0.21 -1.43
O -1.25 0.11 -1.38
S -0.03 -0.54 -1.71
Cl -0.20 -2.03 0.61
H 0.32 -1.11 1.34
*
```

Energies relative to the most stable structure, in kcal/mol: w 0.0; x 5.8.

w.
This record from the OMol25 dataset describes an isolated molecule of C24H28N2O4. The level of theory is ωB97M-V with the def2-TZVPD basis set.

For the molar mass, the calculation gives 408.498 g mol⁻¹. The value obtained for the HOMO-LUMO gap is 9.122 eV. As for the LUMO energy: 0.014 Eh. For the HOMO energy, the calculation gives -8.745 eV. Its SMILES is CCCN1Cc2cccc(C(=O)N[C@H](CC(=O)OCC)c3ccc(C)cc3)c2C1=O.

Structure (ORCA input):
```
! RIJCOSX wB97M-V def2-TZVPD def2/J DEFGRID3
* xyz 0 1
C -2.46 -1.68 -2.93
C -3.20 -2.87 -2.33
C -2.58 -3.31 -1.00
N -2.65 -2.28 0.01
C -3.86 -1.95 0.71
C -3.44 -0.81 1.58
C -4.20 -0.10 2.48
C -3.61 0.96 3.15
C -2.30 1.31 2.86
C -1.51 0.61 1.95
C -0.18 1.23 1.64
O 0.01 2.41 1.92
N 0.75 0.44 1.08
C 1.89 1.03 0.42
C 1.53 1.32 -1.06
C 0.29 2.19 -1.07
O -0.83 1.76 -1.10
O 0.61 3.48 -1.00
C -0.46 4.40 -0.82
C -1.17 4.71 -2.12
C 3.10 0.13 0.50
C 4.32 0.64 0.91
C 5.44 -0.17 0.96
C 5.36 -1.51 0.61
C 6.56 -2.41 0.69
C 4.13 -2.02 0.20
C 3.01 -1.21 0.14
C -2.09 -0.50 1.32
C -1.59 -1.50 0.34
O -0.46 -1.68 -0.08
H -2.49 -0.82 -2.26
H -2.92 -1.39 -3.87
H -1.42 -1.93 -3.11
H -4.25 -2.61 -2.17
H -3.16 -3.71 -3.01
H -3.08 -4.20 -0.62
H -1.52 -3.53 -1.14
H -4.22 -2.81 1.29
H -4.66 -1.65 0.02
H -5.23 -0.37 2.66
H -4.17 1.53 3.87
H -1.85 2.18 3.33
H 0.45 -0.46 0.70
H 2.09 1.99 0.92
H 2.36 1.83 -1.54
H 1.32 0.38 -1.56
H -1.15 3.98 -0.08
H 0.02 5.29 -0.40
H -1.64 3.81 -2.51
H -1.94 5.46 -1.95
H -0.47 5.09 -2.86
H 4.40 1.68 1.19
H 6.38 0.24 1.28
H 6.55 -2.97 1.62
H 7.48 -1.82 0.66
H 6.57 -3.12 -0.13
H 4.05 -3.06 -0.08
H 2.07 -1.63 -0.18
*
```

x.
This record from the OMol25 dataset describes an isolated molecule of C24H28N2O4. The level of theory is ωB97M-V with the def2-TZVPD basis set.

For the molar mass, the calculation gives 408.498 g mol⁻¹. The value obtained for the HOMO-LUMO gap is 9.184 eV. As for the LUMO energy: 0.014 Eh. For the HOMO energy, the calculation gives -8.800 eV. Its SMILES is COC(=O)c1ccc(CNC(=O)[C@H]2CCC(=O)N(CCCc3ccccc3)C2)cc1.

Structure (ORCA input):
```
! RIJCOSX wB97M-V def2-TZVPD def2/J DEFGRID3
* xyz 0 1
C 8.30 -1.73 -0.76
O 7.30 -0.76 -0.50
C 6.08 -1.25 -0.23
O 5.83 -2.43 -0.20
C 5.08 -0.18 0.04
C 3.78 -0.55 0.37
C 2.83 0.41 0.62
C 3.15 1.76 0.54
C 2.08 2.79 0.80
N 0.92 2.56 -0.03
C -0.22 2.03 0.47
O -0.40 1.85 1.66
C -1.24 1.65 -0.60
C -0.84 0.31 -1.22
C -1.83 -0.04 -2.32
C -3.29 0.09 -1.91
O -4.16 -0.43 -2.59
N -3.58 0.84 -0.83
C -4.97 1.00 -0.45
C -5.34 0.35 0.88
C -5.21 -1.18 0.86
C -3.79 -1.67 0.89
C -2.95 -1.37 1.96
C -1.65 -1.82 1.99
C -1.16 -2.60 0.96
C -1.99 -2.92 -0.11
C -3.29 -2.45 -0.14
C -2.61 1.48 0.04
C 4.45 2.13 0.21
C 5.41 1.17 -0.04
H 8.03 -2.34 -1.63
H 9.22 -1.17 -0.96
H 8.43 -2.39 0.10
H 3.54 -1.61 0.42
H 1.82 0.12 0.89
H 1.74 2.73 1.83
H 2.47 3.80 0.61
H 1.04 2.61 -1.03
H -1.26 2.42 -1.38
H -0.86 -0.46 -0.44
H 0.18 0.35 -1.63
H -1.68 -1.06 -2.67
H -1.69 0.62 -3.18
H -5.56 0.57 -1.25
H -5.18 2.08 -0.39
H -4.73 0.77 1.69
H -6.38 0.61 1.09
H -5.73 -1.58 1.74
H -5.71 -1.56 -0.03
H -3.33 -0.78 2.78
H -1.01 -1.57 2.83
H -0.14 -2.96 0.98
H -1.61 -3.53 -0.91
H -3.92 -2.70 -0.98
H -3.01 2.46 0.32
H -2.48 0.89 0.96
H 4.70 3.18 0.15
H 6.42 1.46 -0.29
*
```

Energies relative to the most stable structure, in kcal/mol: w 0.0; x 8.0.